(1)
9
Properties=species:S:1:pos:R:3:forces:R:3:nbo_charge:R:1 method="wB97M-V/def2-TZVPD" spin_multiplicity=5 charge=+1 homo_energy_ev="-13.6 / -14.8" orbital_gap_ha="0.26338 / 0.28766" s2=6.030
Co -0.98617 -0.21999 -3.01246 -0.4 0.5 1.7 1.36
O -1.38306 0.27365 -1.36496 1.6 -1.0 0.4 -0.87
C 0.78365 0.59446 0.58700 -0.9 -1.0 -0.7 -0.48
C -0.54841 -0.08334 0.30441 -1.5 1.5 -0.7 0.03
C 0.54430 -0.89918 0.40725 1.2 0.7 0.3 -0.05
H 1.18784 1.18786 -0.24621 0.1 -0.4 0.4 0.25
H 0.94144 1.01428 1.59121 0.0 -0.2 -0.5 0.26
H 0.89225 -1.85558 0.79164 -0.2 0.2 -0.3 0.25
H -1.43184 -0.01215 0.94212 0.1 -0.2 -0.6 0.25

=====

(2)
11
Properties=species:S:1:pos:R:3:forces:R:3:nbo_charge:R:1 method="wB97M-V/def2-TZVPD" spin_multiplicity=5 charge=-1 homo_energy_ev="-3.9 / -5.0" orbital_gap_ha="0.29350 / 0.30721" s2=6.010
Co -1.43892 0.55650 -1.25697 0.0 -1.0 1.4 1.23
O 0.81765 -1.03739 0.50008 0.9 0.6 -0.2 -0.57
O -1.43433 -0.81020 0.60258 -0.5 1.5 -1.3 -0.85
O -0.37287 -2.46626 1.66185 -0.1 0.8 -0.4 -0.73
C 0.48730 0.98482 -0.92133 -0.2 0.5 -0.1 -0.75
C 1.11628 0.35509 0.28029 0.0 -0.4 0.0 -0.16
C -0.40477 -1.44189 0.96364 0.0 -1.7 0.7 0.96
H -2.91692 0.72071 -2.01710 0.5 0.1 0.0 -0.61
H 0.85442 0.90530 1.20347 0.0 0.0 -0.1 0.17
H 2.21903 0.36488 0.21112 -0.3 0.0 0.0 0.17
H 1.07313 1.86843 -1.22763 -0.2 -0.3 0.0 0.14

=====

(3)
12
Properties=species:S:1:pos:R:3:forces:R:3:lowdin_charge:R:1 method="wB97M-V/def2-TZVPD" charge=-1 homo_energy_ev=-2.1 orbital_gap_ha=0.12999
Cs -0.98070 3.23258 -1.70141 0.0 -1.1 1.6 0.81
O 2.41573 -1.83736 -1.57181 0.5 -0.1 0.6 0.02
O -1.92832 2.22094 1.06348 -0.2 0.9 -0.7 -0.69
O 0.73559 -1.86651 -0.10575 -0.5 -0.6 0.6 -0.02
O 1.62347 0.06773 -0.68830 -0.8 -0.1 0.9 -0.08
C 0.32505 0.43935 0.27600 1.3 0.5 -1.0 -0.14
C 1.69841 -1.23147 -0.78913 -0.5 0.4 -1.5 -0.71
C -0.33087 -0.90834 0.21897 0.4 -0.1 -0.1 -0.24
H 0.83769 0.52899 1.25201 -0.1 0.0 -0.3 0.03
H -1.07599 -1.02393 -0.58458 0.1 0.0 0.1 0.09
H -2.54162 1.59964 1.46003 -0.2 -0.1 0.0 -0.20
H -0.77844 -1.22162 1.17050 0.0 0.2 -0.2 0.11